Computed, not measured: C31H31ClInN3O7P as an isolated structure at a distorted geometry, with ωB97M-V with the def2-TZVPD basis set.

Structure (XYZ):
```
75
Properties=species:S:1:pos:R:3
In 0.9294 1.1623 -0.5563
O 3.2964 0.6234 -0.4233
C 3.9254 1.8818 -0.0216
C 3.3384 2.9313 -0.9221
N 1.9830 3.2233 -0.5134
C 1.9124 3.7115 0.9246
C 1.2821 2.7698 1.8924
O 0.8190 3.2874 2.9057
O 1.2409 1.5027 1.5592
C 1.2015 4.0640 -1.4860
C 0.7694 3.2599 -2.6880
O 0.3246 3.8312 -3.6689
O 0.7877 1.9757 -2.4690
H 3.9061 -0.1467 -0.2659
H 3.6050 2.0282 1.1148
H 4.9187 1.8893 -0.1292
H 4.0688 3.7836 -0.8110
H 3.3901 2.5918 -1.9826
H 2.9450 3.8648 1.2251
H 1.3166 4.6621 0.9544
H 0.3962 4.5577 -0.9941
H 1.8032 4.8596 -1.8502
Cl -1.5546 -0.5563 -2.7215
C -1.8938 -1.5277 -1.3660
C -3.2493 -1.9286 -1.2529
C -3.7703 -2.5772 -0.1442
C -2.8335 -3.0413 0.7496
C -1.4774 -2.6926 0.6886
C -0.9696 -1.9207 -0.4388
P 0.7308 -1.3136 -0.6249
C 1.3265 -2.0216 -2.1829
C 0.9510 -3.3652 -2.3876
C 1.4309 -3.9541 -3.5607
C 2.3191 -3.2802 -4.4260
C 2.5846 -1.9347 -4.2115
C 2.0896 -1.3177 -3.0800
C 1.6683 -2.1888 0.7137
C 2.4624 -3.3132 0.4433
C 3.1798 -3.9344 1.4435
C 3.1169 -3.4407 2.7470
C 2.4719 -2.2098 2.9634
C 1.7524 -1.6014 1.9503
H -3.9638 -1.6682 -2.0432
H -4.8172 -2.6623 -0.0881
H -3.1918 -3.4745 1.6572
H -0.8147 -2.9023 1.5288
H 0.3624 -3.8151 -1.6730
H 1.2428 -5.0021 -3.7554
H 2.6226 -3.8055 -5.3546
H 3.2298 -1.3623 -4.9031
H 2.3308 -0.2295 -2.9763
H 2.5426 -3.6377 -0.5639
H 3.6735 -4.8961 1.2047
H 3.5573 -4.0448 3.5688
H 2.3936 -1.8176 4.0075
H 1.2252 -0.6981 2.3122
O -6.1402 1.9587 2.7747
C -4.8741 2.0059 3.4480
N -4.2813 0.6731 3.5248
C -3.2632 0.1291 2.7757
O -2.6175 -0.8390 3.0926
C -3.0231 0.8348 1.4805
C -3.9740 1.0788 0.5105
C -3.5232 1.6478 -0.6874
C -2.2430 1.9947 -0.9124
N -1.3006 1.6344 -0.0428
C -1.6790 1.1132 1.1398
H -6.0827 2.5375 2.0304
H -4.9881 2.4035 4.4449
H -4.0820 2.5884 2.9529
H -4.6859 0.1705 4.3525
H -5.0201 0.8659 0.6440
H -4.2206 1.8137 -1.4873
H -1.9586 2.5095 -1.8200
H -0.9316 0.7004 1.7603
```

For the HOMO energy, the calculation gives -11.9122 eV. Its HOMO-LUMO gap is 9.11 eV. For the energy above the lowest of the compared OMol25 structures with the same formula, charge and spin, the calculation gives 149.7 kJ/mol. The net charge is +1.

---

Computed, not measured: a 2-piece molecular cluster, C31H31FN2O7S overall at a distorted geometry, with ωB97M-V with the def2-TZVPD basis set.

Structure (XYZ):
```
73
Properties=species:S:1:pos:R:3
C 0.8919 2.4285 5.6296
O 1.1967 1.3019 4.7844
C 2.2953 1.3497 4.0038
C 3.1134 2.4787 3.7992
C 4.2881 2.3317 3.0571
C 4.6510 1.1086 2.4984
C 3.7678 0.0140 2.6123
O 3.8817 -1.1760 1.9694
C 5.0324 -1.4085 1.1250
C 2.6098 0.1469 3.3746
N 1.7484 -0.9917 3.5507
C 0.4026 -1.0193 3.3374
C -0.3225 0.0333 2.6355
C -1.7388 -0.2193 2.3444
C -2.6565 0.7127 2.6775
C -3.9809 0.3840 3.1781
C -4.6530 1.2945 4.0331
C -5.9291 1.0137 4.5090
C -6.5681 -0.1840 4.1427
C -5.9007 -1.1114 3.3344
C -4.6078 -0.8440 2.8798
O 0.2128 1.1114 2.3153
N -0.0690 -2.1300 3.9579
C -1.4583 -2.4980 4.1729
C 1.0054 -2.8668 4.4419
C 2.1265 -2.1720 4.1806
H 0.1134 2.0697 6.2990
H 1.7723 2.7365 6.2106
H 0.5184 3.2763 5.0398
H 2.8287 3.4387 4.2328
H 4.9299 3.2020 2.9159
H 5.5847 0.9993 1.9414
H 4.8868 -2.4155 0.7337
H 5.0641 -0.6827 0.3014
H 5.9607 -1.3563 1.7061
H -1.9922 -1.1306 1.7999
H -2.3653 1.7697 2.6903
H -4.1154 2.2006 4.3308
H -6.4248 1.7249 5.1764
H -7.5815 -0.3895 4.4925
H -6.3873 -2.0501 3.0549
H -4.0827 -1.5791 2.2682
H -1.4791 -3.3388 4.8773
H -2.0200 -1.6622 4.6119
H -1.9513 -2.8081 3.2417
H 0.8782 -3.8046 4.9531
H 3.1574 -2.3698 4.4170
C 0.9972 -1.2752 -0.3549
C 0.4866 0.1025 -0.6621
O -0.8909 0.0725 -0.2250
C -1.5619 1.2237 -0.4513
C -2.9775 0.9941 -0.0033
F -3.7348 2.0901 -0.1274
S -3.6636 -0.4567 -0.9262
C -5.4107 -0.0491 -1.0543
C -6.0815 0.4790 0.0412
C -7.4152 0.8706 -0.0901
C -8.0555 0.7907 -1.3322
C -7.3670 0.2639 -2.4300
C -6.0483 -0.1738 -2.2907
O -3.1604 -0.4360 -2.2818
O -3.4974 -1.6115 -0.0703
O -1.1259 2.2185 -0.9897
H 2.0809 -1.3458 -0.4749
H 0.7551 -1.5498 0.6749
H 0.5025 -1.9923 -1.0194
H 1.0374 0.8822 -0.1189
H 0.5007 0.3246 -1.7386
H -5.5547 0.5850 0.9887
H -7.9498 1.2351 0.7875
H -9.0910 1.1246 -1.4389
H -7.8549 0.1875 -3.4023
H -5.4941 -0.5711 -3.1401
```

For the HOMO energy, the calculation gives -5.7211 eV. Its HOMO-LUMO gap is 4.73 eV. The net charge is 0.

---

Computed, not measured: a 2-piece molecular cluster, C31H31N2O overall at a distorted geometry, with ωB97M-V with the def2-TZVPD basis set.

Structure (XYZ):
```
65
Properties=species:S:1:pos:R:3
C -0.9192 2.1934 0.6876
O 0.2232 1.3147 0.5965
C 0.3171 0.0358 0.9932
C -0.8683 -0.7517 1.3869
C -1.1586 -1.9962 0.7988
C -2.3952 -2.5973 1.0120
C -3.2827 -2.0395 1.9364
C -2.9273 -0.8876 2.6457
C -1.7403 -0.2277 2.3576
C 1.6267 -0.3037 1.4145
N 2.1097 -1.5181 1.8173
C 1.3446 -2.6726 2.2357
C 3.4983 -1.4730 1.8622
C 3.8707 -0.1583 1.6686
C 5.1996 0.2362 1.7975
C 6.1474 -0.7716 2.0482
C 5.7583 -2.1147 2.2073
C 4.4056 -2.4843 2.1517
N 2.7029 0.5702 1.4538
C 2.6838 2.0092 1.3378
H -0.6469 2.9469 1.4395
H -1.0100 2.6746 -0.2899
H -1.8512 1.6675 0.9373
H -0.4063 -2.4527 0.1506
H -2.6536 -3.5101 0.4645
H -4.2458 -2.5132 2.1239
H -3.5751 -0.4691 3.4177
H -1.4705 0.7234 2.8315
H 1.9914 -3.2852 2.8712
H 0.4678 -2.3759 2.8262
H 1.0396 -3.2776 1.3755
H 5.4598 1.2888 1.7298
H 7.2058 -0.5115 2.1431
H 6.5209 -2.8727 2.4005
H 4.0519 -3.5016 2.3353
H 3.6598 2.3696 1.6828
H 2.5239 2.3303 0.3013
H 1.9130 2.4519 1.9820
C -6.4054 0.7322 -2.2090
C -4.9290 0.5486 -2.0775
C -4.3754 -0.7352 -1.9973
C -3.0091 -0.8967 -1.8530
C -2.1206 0.2123 -1.7889
C -0.7221 -0.0111 -1.5635
C 0.3349 0.6950 -2.1900
C 1.6800 0.3528 -1.8628
C 2.7543 0.9979 -2.4525
C 2.5313 2.0310 -3.3753
C 1.2248 2.3803 -3.7230
C 0.1406 1.7071 -3.1713
C -2.7050 1.5021 -1.9421
C -4.0824 1.6594 -2.0204
H -6.6502 1.7391 -2.5502
H -6.8597 0.0107 -2.8929
H -6.8839 0.5874 -1.2353
H -5.0283 -1.6110 -2.0507
H -2.5812 -1.8987 -1.8108
H -0.4687 -1.0110 -1.2017
H 1.8447 -0.4510 -1.1458
H 3.7662 0.7038 -2.1778
H 3.3790 2.5255 -3.8528
H 1.0370 3.1839 -4.4365
H -0.8692 1.9568 -3.4952
H -2.0658 2.3795 -1.9957
H -4.5075 2.6629 -2.0601
```

For the HOMO energy, the calculation gives -8.8037 eV. Its HOMO-LUMO gap is 3.76 eV. For the energy above the lowest of the compared OMol25 structures with the same formula, charge and spin, the calculation gives 212.4 kJ/mol. The net charge is +1.

---

Computed, not measured: C31H31N5OPS4Sc as an isolated structure, with ωB97M-V with the def2-TZVPD basis set.

Structure (XYZ):
```
74
Properties=species:S:1:pos:R:3
Sc 1.9335 -1.4170 0.1104
N 2.0277 -2.7391 2.5061
N 2.6612 -2.1344 3.6031
C 3.0077 -0.8387 3.5593
N 3.7582 -0.4169 4.6015
S 2.5252 0.2449 2.3603
H 1.1144 -3.1024 2.7715
H 2.6159 -3.5179 2.1782
H 3.1367 -2.7495 4.2551
H 4.2308 -1.0829 5.1908
H 4.1759 0.4938 4.5123
C -2.8491 2.3489 0.4047
C -2.5269 1.7729 -0.8179
C -1.1975 1.5480 -1.1515
C -0.1758 1.8722 -0.2606
C -0.5134 2.4111 0.9788
C -1.8370 2.6663 1.3018
P 1.6030 1.6050 -0.6432
C 2.2153 3.2883 -0.9476
C 1.4157 4.2954 -1.4870
C 1.9430 5.5501 -1.7457
C 3.2785 5.8116 -1.4648
C 4.0791 4.8207 -0.9172
C 3.5458 3.5664 -0.6527
C 1.5542 0.7247 -2.2104
C 1.5046 1.2929 -3.4833
C 1.4239 0.4620 -4.5895
C 1.3959 -0.9189 -4.4074
C 1.4644 -1.4620 -3.1307
C 1.5585 -0.6582 -1.9841
H -3.8802 2.5672 0.6510
H -3.3059 1.5240 -1.5276
H -0.9462 1.1159 -2.1123
H 0.2678 2.6417 1.6978
H -2.0802 3.1156 2.2565
H 0.3702 4.0972 -1.6986
H 1.3130 6.3224 -2.1655
H 3.6906 6.7905 -1.6707
H 5.1164 5.0233 -0.6897
H 4.1726 2.7955 -0.2206
H 1.5371 2.3682 -3.6177
H 1.3916 0.8844 -5.5855
H 1.3469 -1.5719 -5.2705
H 1.4908 -2.5431 -3.0245
S 4.4969 -4.7482 1.2344
C 3.7482 -3.5970 0.2807
S 4.4085 -2.0022 0.0730
S 2.1590 -3.8771 -0.4168
C -4.6306 -0.9341 1.1978
N -3.2838 -1.2607 1.6387
N -2.2854 -1.4494 0.7079
C -1.0771 -1.2724 1.3132
O -0.0128 -1.5174 0.6940
C -1.3318 -0.8573 2.6418
C -2.6953 -0.8319 2.7804
C -3.5211 -0.3414 3.9156
C -2.4841 -2.1479 -0.5196
C -1.8012 -1.6922 -1.6357
C -1.9214 -2.4027 -2.8206
C -2.7386 -3.5214 -2.8875
C -3.4305 -3.9513 -1.7616
C -3.2922 -3.2729 -0.5604
H -4.6967 -1.1307 0.1310
H -4.8411 0.1195 1.3756
H -5.3539 -1.5620 1.7144
H -0.5843 -0.5818 3.3626
H -2.8789 -0.1558 4.7729
H -4.2858 -1.0637 4.1996
H -4.0199 0.5945 3.6579
H -1.1607 -0.8229 -1.5744
H -1.3620 -2.0718 -3.6851
H -2.8303 -4.0660 -3.8166
H -4.0577 -4.8296 -1.8114
H -3.7895 -3.6203 0.3357
```

For the HOMO energy, the calculation gives -6.6060 eV. Its HOMO-LUMO gap is 6.69 eV. For the energy above the lowest of the compared OMol25 structures with the same formula, charge and spin, the calculation gives 26.8 kJ/mol. The net charge is 0.

---

Computed, not measured: C31H31N7O4PPbSe as an isolated structure at a distorted geometry, with ωB97M-V with the def2-TZVPD basis set.

Structure (XYZ):
```
76
Properties=species:S:1:pos:R:3
Pb 0.6770 -0.0351 -0.8261
C 2.1339 -0.5719 3.7615
C 2.2927 -1.1658 2.3979
C 3.2129 -0.6681 1.4808
C 3.3040 -1.2043 0.2039
C 2.4570 -2.2440 -0.1821
C 1.5555 -2.7629 0.7446
C 1.4905 -2.2371 2.0224
H 1.3027 0.1366 3.7488
H 3.0305 -0.0469 4.0807
H 1.8938 -1.3464 4.4864
H 3.8716 0.1395 1.7653
H 4.0416 -0.8324 -0.4913
H 2.5582 -2.6784 -1.1636
H 0.9306 -3.6028 0.4866
H 0.8192 -2.6658 2.7491
O -2.8038 2.5693 0.7350
C -2.2184 1.5152 0.7959
O -1.0094 1.4035 1.3110
C -2.8283 0.2245 0.3102
P -1.6155 -1.1559 0.1485
C -2.4861 -2.4610 -0.7748
C -3.8653 -2.6221 -0.7524
C -4.4323 -3.7410 -1.3422
C -3.6366 -4.7026 -1.9430
C -2.2630 -4.5265 -1.9895
C -1.6907 -3.4108 -1.4085
C -1.7097 -1.9201 1.8225
C -1.8244 -3.3021 1.9556
C -1.9912 -3.8728 3.2050
C -2.0251 -3.0838 4.3426
C -1.8754 -1.7135 4.2189
C -1.7202 -1.1369 2.9714
H -3.2556 0.3896 -0.6837
H -3.6335 -0.0436 1.0040
H -4.5046 -1.8907 -0.2804
H -5.5027 -3.8795 -1.3115
H -4.0823 -5.5864 -2.3746
H -1.6351 -5.2699 -2.4562
H -0.6207 -3.2570 -1.4471
H -1.8016 -3.9406 1.0851
H -2.1233 -4.9403 3.2813
H -2.1538 -3.5316 5.3160
H -1.9035 -1.0817 5.0919
H -1.6095 -0.0681 2.8978
N -1.6618 4.9414 -0.5981
N -1.4106 3.7981 -1.2456
N -1.9849 3.4354 -2.3582
C -1.4152 2.2722 -2.6089
N -0.5306 1.9570 -1.6642
N -0.5334 2.9548 -0.8122
H -2.5004 5.3872 -0.9488
H -1.6845 4.7945 0.4117
H -1.6713 1.6564 -3.4401
Se -0.4399 3.0739 2.1391
C 1.3848 3.3604 1.5253
C 2.4572 2.8205 2.2172
C 3.7395 3.1558 1.8000
N 3.9819 3.9258 0.7588
C 2.9596 4.4702 0.1304
C 1.6350 4.2452 0.4863
H 2.3062 2.1949 3.0793
H 4.6087 2.8020 2.3349
H 3.2027 5.1208 -0.6976
H 0.8316 4.7583 -0.0149
O -2.0398 -0.5519 -2.4921
C -1.1493 -0.9843 -3.2094
C -1.2952 -1.5774 -4.5921
C 0.1425 -1.8461 -5.0240
C 0.9691 -1.5116 -3.7923
O 2.1538 -1.6547 -3.6355
N 0.1423 -0.9913 -2.8235
H -1.8364 -0.9020 -5.2541
H -1.8758 -2.4968 -4.5082
H 0.4750 -1.2124 -5.8482
H 0.3179 -2.8793 -5.3202
```

For the HOMO energy, the calculation gives -11.4746 eV. Its HOMO-LUMO gap is 7.91 eV. For the energy above the lowest of the compared OMol25 structures with the same formula, charge and spin, the calculation gives 95.3 kJ/mol. The net charge is +1.

---

Computed, not measured: C31H32BF4N7OS2Ti as an isolated structure at a distorted geometry, with ωB97M-V with the def2-TZVPD basis set.

Structure (XYZ):
```
79
Properties=species:S:1:pos:R:3
Ti -1.5198 -0.6923 1.5080
S -3.3401 -0.2488 3.6364
C -2.8815 -1.8735 3.6589
N -2.0671 -2.4155 2.7687
C -1.8818 -3.7914 2.9611
C -1.1257 -4.6375 2.1546
C -1.0188 -5.9774 2.4977
C -1.6655 -6.4884 3.6264
C -2.4402 -5.6570 4.4224
C -2.5438 -4.3132 4.0761
S -3.4453 -3.0425 4.8544
H -0.6637 -4.2455 1.2575
H -0.4364 -6.6411 1.8683
H -1.5678 -7.5390 3.8794
H -2.9644 -6.0480 5.2885
C 0.9694 2.4369 0.0320
C -0.4390 2.9449 -0.1173
C -0.6406 4.2555 -0.5534
C -1.9118 4.7890 -0.6935
C -3.0008 3.9748 -0.3882
C -2.8423 2.6629 0.0407
C -4.0322 1.8014 0.3464
C -1.5436 2.1015 0.1829
N -1.3921 0.8084 0.6536
H 1.3407 2.0124 -0.9077
H 1.0228 1.6548 0.7840
H 1.6516 3.2475 0.3033
H 0.2282 4.8711 -0.7775
H -2.0549 5.8113 -1.0308
H -4.0085 4.3707 -0.4923
H -4.9612 2.3481 0.1696
H -4.0180 1.4530 1.3783
H -4.0285 0.9008 -0.2657
F -1.8169 -1.4949 -1.0065
B -3.0272 -2.1091 -0.5724
F -4.0221 -2.0279 -1.5429
F -2.7692 -3.4336 -0.1709
F -3.4113 -1.3342 0.6192
C -0.5045 3.6405 3.0643
N 0.4446 2.5376 3.2726
C 1.8475 2.7729 2.9312
C -0.0207 1.3017 3.2654
N -0.4374 0.2345 3.1844
H -0.1925 4.4921 3.6671
H -1.4966 3.3226 3.3717
H -0.5479 3.9199 2.0101
H 2.2364 3.5750 3.5585
H 1.9501 3.0561 1.8810
H 2.4237 1.8688 3.1114
C 0.7775 2.3831 -6.5403
C 1.6667 1.4995 -5.6964
C 1.1619 0.4042 -5.0112
C 1.9787 -0.4119 -4.2323
C 3.3301 -0.1197 -4.0843
N 4.1999 -0.8997 -3.2826
C 4.0276 -1.3918 -1.9878
O 4.9284 -2.0119 -1.4458
N 2.8272 -1.0918 -1.4200
C 2.3103 -1.5093 -0.1700
C 3.0388 -2.1169 0.8377
C 2.3387 -2.4261 2.0024
C 1.0036 -2.1291 2.1247
N 0.2954 -1.5152 1.1432
C 0.9701 -1.2233 0.0141
C 3.8518 0.9673 -4.7859
C 3.0340 1.7525 -5.5831
H -0.2703 2.0998 -6.4383
H 1.0438 2.3171 -7.5979
H 0.8712 3.4304 -6.2439
H 0.1052 0.1634 -5.0894
H 1.5524 -1.2960 -3.7677
H 5.1667 -0.9280 -3.5483
H 2.1989 -0.5244 -1.9599
H 4.0861 -2.3483 0.7094
H 2.8449 -2.9075 2.8299
H 0.4652 -2.3656 3.0256
H 0.3874 -0.7561 -0.7646
H 4.9092 1.2015 -4.6902
H 3.4651 2.5975 -6.1140
```

For the HOMO energy (spin up / spin down), the calculation gives -3.0185 / -4.1795 eV. Its multiplicity is 2. Its HOMO-LUMO gap (spin up / spin down) is 5.29 / 6.45 eV. For the energy above the lowest of the compared OMol25 structures with the same formula, charge and spin, the calculation gives 144.5 kJ/mol. The net charge is -1.